1.
Molecular formula: C12H8AsCl5F6N5S4SbTc
Method: DFT, wB97M-V/def2-TZVPD

Results
E_tot	-7785.1407	Eh
HOMO-LUMO gap (alpha / beta)	6.299 / 5.563	eV
total charge	+2
⟨S²⟩	0.76
energy relative to the best compared isomer or geometry (same formula, charge and spin)	0.0	kcal/mol
multiplicity	2
LUMO level (alpha / beta)	-8.159 / -8.893	eV

The geometry in XYZ format:
```
43
C12H8AsCl5F6N5S4SbTc | the Open Molecules 2025 dataset | wB97M-V/def2-TZVPD
Tc -0.491 -0.649 -0.301
S -0.703 -1.972 -5.602
As -0.443 -0.526 -3.795
S -1.141 -1.814 -2.180
S -0.996 1.375 -4.095
S 1.148 -1.535 -4.967
Cl 0.233 0.529 2.164
C 1.461 -0.662 2.448
C 2.267 -0.645 3.548
C 3.212 -1.673 3.660
C 3.346 -2.683 2.714
C 2.518 -2.698 1.610
Cl 2.634 -3.912 0.422
C 1.559 -1.677 1.473
N 0.703 -1.619 0.440
H 2.188 0.129 4.297
H 3.864 -1.681 4.523
H 4.089 -3.458 2.833
N -0.770 4.693 -0.781
C -1.452 3.535 -0.762
C -0.829 2.330 -0.392
N -1.521 1.194 -0.413
C -2.820 1.205 -0.773
C -3.404 2.412 -1.103
N -2.745 3.562 -1.101
H 0.223 4.728 -0.630
H -1.245 5.527 -1.082
H 0.215 2.288 -0.117
H -3.363 0.273 -0.792
H -4.449 2.446 -1.386
F 0.813 0.413 -1.530
Sb 2.881 0.791 -1.580
F 2.588 0.472 -3.394
F 4.692 1.093 -1.628
F 2.990 -1.054 -1.317
F 2.607 0.973 0.259
F 2.295 2.537 -1.790
Cl -4.584 -1.344 3.209
C -4.016 -2.550 2.078
Cl -5.253 -2.977 0.905
Cl -3.380 -3.959 2.891
C -2.894 -1.943 1.310
N -2.029 -1.477 0.728
```

=====

2.
Molecular formula: C12H8Br2N2O
Method: DFT, wB97M-V/def2-TZVPD

Results
E_tot	-5794.8506	Eh
HOMO-LUMO gap	8.335	eV
LUMO level	-0.262	eV
SMILES	Oc1c(Br)cc(Br)cc1/C=N/c1cccnc1

The geometry in XYZ format:
```
25
C12H8Br2N2O | the Open Molecules 2025 dataset | wB97M-V/def2-TZVPD
O -0.856 -1.841 0.024
C 0.061 -0.876 0.002
C 1.435 -1.140 0.028
Br 2.005 -2.968 0.096
C 2.389 -0.142 0.007
C 1.964 1.175 -0.042
Br 3.257 2.569 -0.071
C 0.619 1.483 -0.071
C -0.345 0.476 -0.049
C -1.747 0.848 -0.074
N -2.678 -0.008 -0.068
C -4.009 0.298 -0.026
C -4.563 1.171 0.915
C -5.935 1.344 0.942
C -6.711 0.640 0.033
N -6.195 -0.180 -0.869
C -4.894 -0.353 -0.899
H -0.435 -2.717 0.055
H 3.439 -0.386 0.029
H 0.303 2.515 -0.112
H -1.935 1.930 -0.122
H -3.919 1.670 1.626
H -6.393 2.006 1.661
H -7.788 0.729 0.025
H -4.510 -1.020 -1.658
```

=====

3.
Molecular formula: C12H8BrN5O
Method: DFT, wB97M-V/def2-TZVPD

Results
E_tot	-3385.0259	Eh
HOMO-LUMO gap	7.591	eV
energy relative to the best compared isomer or geometry (same formula, charge and spin)	0.0	kcal/mol
LUMO level	-0.345	eV
SMILES	Brc1nc2n(n1)CC(c1cc3ccccc3o1)=NN2

The geometry in XYZ format:
```
27
C12H8BrN5O | the Open Molecules 2025 dataset | wB97M-V/def2-TZVPD
Br 0.300 1.937 6.913
C -0.132 1.762 5.080
N 0.013 2.827 4.156
C -0.141 2.225 3.042
N -0.344 0.913 3.146
N -0.433 0.638 4.521
C -0.390 -0.034 2.121
C -0.624 0.743 0.786
C -0.576 0.010 -0.437
C -0.632 0.505 -1.720
C -0.151 -0.485 -2.568
C 0.215 -0.655 -3.876
C 0.830 -1.807 -4.437
C 0.928 -2.906 -3.574
C 0.519 -2.800 -2.197
C 0.080 -1.569 -1.722
O -0.173 -1.238 -0.393
N -0.440 2.094 0.639
N -0.202 2.851 1.775
H -1.202 -0.826 2.347
H 0.612 -0.400 1.998
H -0.926 1.517 -2.116
H 0.165 0.263 -4.510
H 1.043 -1.954 -5.408
H 1.169 -3.924 -3.812
H 0.599 -3.539 -1.424
H -0.108 3.853 1.673
```

=====

4.
Molecular formula: C12H8Cl2N15O5RuSSe
Method: DFT, wB97M-V/def2-TZVPD

Results
E_tot	-5474.6598	Eh
HOMO-LUMO gap (alpha / beta)	6.361 / 6.215	eV
total charge	-2
⟨S²⟩	0.75
energy relative to the best compared isomer or geometry (same formula, charge and spin)	4.6	kcal/mol
multiplicity	2
LUMO level (alpha / beta)	2.847 / 2.792	eV

The geometry in XYZ format:
```
45
C12H8Cl2N15O5RuSSe | the Open Molecules 2025 dataset | wB97M-V/def2-TZVPD
Ru -0.207 0.036 0.022
N -2.272 -1.643 -2.022
C -2.588 -1.713 -0.680
N -3.631 -2.359 -0.201
N -3.536 -2.186 1.141
N -2.508 -1.487 1.442
N -1.872 -1.142 0.293
C -0.931 -1.698 -2.369
N -0.444 -2.307 -3.433
N 0.893 -2.142 -3.317
N 1.184 -1.480 -2.255
N 0.028 -1.173 -1.620
H -2.866 -2.212 -2.603
Se -0.128 -0.879 5.026
N 1.233 -2.002 4.863
C 1.465 -2.097 3.569
C 2.493 -2.901 2.982
C 2.596 -2.893 1.639
C 1.721 -2.076 0.845
N 0.782 -1.321 1.325
C 0.604 -1.319 2.707
N -0.338 -0.641 3.307
H 3.154 -3.477 3.615
H 3.356 -3.464 1.125
H 1.874 -2.032 -0.230
N 6.064 0.341 0.275
C 5.066 0.921 0.133
N 3.993 1.664 -0.004
C 2.820 1.134 -0.069
N 1.754 0.686 -0.103
C -2.921 1.533 2.154
S -1.387 2.407 2.145
O -1.603 3.587 1.325
O -1.059 2.674 3.536
O -0.371 1.490 1.557
H -3.650 2.196 2.619
H -2.801 0.612 2.714
H -3.195 1.308 1.125
Cl -1.178 4.867 -2.209
C -2.043 3.411 -1.713
Cl -3.265 2.973 -2.956
C -1.112 2.217 -1.459
O -1.700 1.194 -0.951
O 0.086 2.304 -1.660
H -2.576 3.640 -0.797
```